Record 1
Molecular formula: C20H20GdN2
Method: DFT, the ωB97M-V functional and the def2-TZVPD basis

Properties
E_tot: -44879.17253 eV
Gap between HOMO and LUMO (spin up / spin down): 6.5 / 6.3 eV
HOMO level (spin up / spin down): -3.66 / -3.50 eV
Spin multiplicity: 8
Charge: -1

Cartesian coordinates (Å):
C (0.456, -1.879, -3.177)
C (0.180, -0.558, -3.653)
C (-1.063, -0.136, -3.084)
C (-1.549, -1.191, -2.246)
C (-0.605, -2.267, -2.298)
Gd (0.592, -0.335, -1.123)
C (3.040, 0.139, -1.611)
C (3.224, -1.238, -1.180)
C (4.271, -2.081, -1.490)
N (2.063, -1.788, -0.371)
H (-1.574, 0.806, -3.295)
H (0.788, 0.006, -4.365)
H (-2.502, -1.204, -1.712)
H (-0.715, -3.244, -1.822)
H (1.304, -2.502, -3.469)
H (3.433, 0.397, -2.594)
H (2.307, -2.671, 0.075)
H (3.116, 0.919, -0.835)
H (5.034, -1.710, -2.166)
H (4.315, -3.088, -1.082)
C (-1.700, -2.012, 4.032)
C (-1.090, -2.573, 2.899)
C (-0.719, -1.769, 1.826)
C (-0.958, -0.359, 1.876)
C (-1.561, 0.191, 3.031)
C (-1.930, -0.632, 4.094)
N (-0.645, 0.411, 0.775)
C (-0.799, 1.812, 0.721)
C (-1.544, 2.381, -0.348)
C (-1.659, 3.764, -0.460)
C (-1.021, 4.604, 0.463)
C (-0.265, 4.052, 1.508)
C (-0.168, 2.669, 1.651)
H (-1.996, -2.651, 4.865)
H (-0.906, -3.648, 2.851)
H (-0.248, -2.203, 0.934)
H (-1.737, 1.267, 3.073)
H (-2.400, -0.186, 4.970)
H (-2.052, 1.706, -1.047)
H (-2.249, 4.187, -1.276)
H (-1.113, 5.687, 0.369)
H (0.249, 4.702, 2.218)
H (0.397, 2.223, 2.473)

***

Record 2
Molecular formula: C24H44AsAuOS4Si
Method: DFT, the ωB97M-V functional and the def2-TZVPD basis

Properties
E_tot: -143401.55614 eV
Gap between HOMO and LUMO (spin up / spin down): 3.7 / 3.7 eV
HOMO level (spin up / spin down): -1.18 / -1.18 eV
Charge: -2

Cartesian coordinates (Å):
Au (0.746, -0.804, 0.379)
S (4.397, -4.266, 2.482)
As (3.482, -2.342, 2.609)
S (3.114, -1.642, 0.553)
S (1.685, -2.408, 3.742)
S (4.885, -1.050, 3.583)
C (0.470, -3.138, -1.984)
C (-0.247, -4.094, -1.032)
C (0.390, -4.129, 0.356)
C (-1.721, -3.778, -0.906)
C (-2.610, -4.753, -1.318)
C (-3.980, -4.620, -1.192)
C (-4.456, -3.480, -0.576)
C (-3.614, -2.469, -0.150)
C (-4.304, -1.256, 0.441)
C (-4.541, -0.237, -0.680)
C (-3.560, -0.640, 1.620)
C (-2.199, -2.544, -0.365)
O (-1.457, -1.513, -0.117)
H (1.530, -3.383, -2.059)
H (0.384, -2.118, -1.617)
H (0.020, -3.184, -2.977)
H (-0.158, -5.104, -1.459)
H (0.226, -3.184, 0.872)
H (1.464, -4.308, 0.300)
H (-0.063, -4.919, 0.956)
H (-2.213, -5.662, -1.757)
H (-4.651, -5.394, -1.551)
H (-5.528, -3.367, -0.431)
H (-5.291, -1.587, 0.800)
H (-3.593, 0.019, -1.134)
H (-5.018, 0.667, -0.298)
H (-5.184, -0.666, -1.448)
H (-2.540, -0.420, 1.333)
H (-3.536, -1.334, 2.459)
H (-4.054, 0.280, 1.937)
C (3.847, 1.945, 1.210)
C (2.382, 2.263, 1.500)
C (2.053, 1.553, 2.814)
C (2.273, 3.775, 1.720)
Si (1.211, 1.567, 0.064)
C (2.030, 1.888, -1.715)
C (3.196, 0.927, -1.951)
C (1.019, 1.609, -2.825)
C (2.534, 3.321, -1.901)
C (-0.574, 2.411, 0.152)
C (-1.076, 2.304, 1.590)
C (-1.566, 1.631, -0.709)
C (-0.641, 3.877, -0.275)
H (4.463, 2.208, 2.073)
H (4.223, 2.500, 0.357)
H (3.978, 0.881, 1.034)
H (2.695, 1.925, 3.613)
H (2.247, 0.487, 2.714)
H (1.022, 1.681, 3.125)
H (3.014, 4.095, 2.458)
H (1.294, 4.049, 2.107)
H (2.458, 4.328, 0.801)
H (2.866, -0.103, -1.857)
H (4.004, 1.079, -1.246)
H (3.597, 1.071, -2.958)
H (0.553, 0.637, -2.688)
H (1.517, 1.613, -3.797)
H (0.246, 2.371, -2.854)
H (3.348, 3.543, -1.217)
H (1.736, 4.040, -1.736)
H (2.909, 3.462, -2.918)
H (-0.971, 1.285, 1.952)
H (-2.131, 2.572, 1.643)
H (-0.533, 2.971, 2.254)
H (-1.537, 0.575, -0.457)
H (-1.365, 1.735, -1.769)
H (-2.573, 2.008, -0.526)
H (0.046, 4.498, 0.293)
H (-1.652, 4.263, -0.118)
H (-0.414, 3.982, -1.331)

***

Record 3
Molecular formula: C2H3Cl2N2P
Method: DFT, the ωB97M-V functional and the def2-TZVPD basis

Properties
E_tot: -39434.11158 eV
Gap between HOMO and LUMO (spin up / spin down): 8.6 / 8.6 eV
Relative energy (zero: lowest compared OMol25 entry of this formula, charge and spin): 3.227 eV
HOMO level (spin up / spin down): -9.27 / -9.26 eV

Cartesian coordinates (Å):
C (0.960, 0.548, 0.326)
C (0.188, -0.797, 0.404)
N (0.478, 1.359, -0.490)
N (-1.206, -0.590, 0.351)
P (-0.979, 1.218, -1.245)
Cl (2.492, 0.585, 1.014)
Cl (0.827, -1.764, -1.148)
H (0.572, -1.400, 1.291)
H (-1.863, -1.290, -0.016)
H (-1.469, 2.132, -0.487)

***

Record 4
Molecular formula: C3H8N5
Method: DFT, the ωB97M-V functional and the def2-TZVPD basis

Properties
SMILES: NCc1[nH]nc[n+]1N
E_tot: -10680.80555 eV
Gap between HOMO and LUMO: 9.9 eV
Relative energy (zero: lowest compared OMol25 entry of this formula, charge and spin): 3.675 eV
HOMO level: -13.90 eV
Charge: +1

Cartesian coordinates (Å):
N (0.401, -1.601, 1.992)
C (-0.353, -1.215, 0.758)
C (0.145, 0.080, 0.373)
N (0.947, 1.065, 0.771)
N (1.245, 2.025, -0.091)
C (0.405, 1.980, -1.084)
N (-0.323, 0.893, -1.165)
N (-1.137, 0.340, -2.068)
H (0.038, -1.446, 2.882)
H (0.941, -2.491, 1.925)
H (-1.439, -1.111, 0.765)
H (-0.208, -1.834, -0.094)
H (1.480, 0.866, 1.581)
H (0.524, 2.618, -1.894)
H (-2.007, 0.055, -1.797)
H (-0.658, -0.224, -2.853)